(1)
C5H10O2 | the ωB97M-V functional and the def2-TZVPD basis

```
! wB97M-V def2-TZVPD RIJCOSX def2/J DEFGRID3
* xyz 0 1
H 1.511 0.102 -0.854
O -0.491 0.325 -0.408
O 1.092 -1.597 2.042
H -2.415 0.046 1.259
C 0.654 -1.360 0.823
H 1.674 -2.368 1.970
C -1.658 -0.736 1.367
H 0.039 0.598 1.575
H 0.232 0.352 -2.963
C -0.310 -0.199 0.888
H -0.353 1.946 -2.446
C 0.479 1.239 -2.373
H -1.600 -1.041 2.416
H 1.376 1.703 -2.795
C 0.711 0.855 -0.928
H -1.960 -1.594 0.758
H 1.021 1.730 -0.331
*
```

Values from the calculation:
- Energy relative to the best compared isomer or geometry (same formula, charge and spin): 363.1 kJ/mol
- DFT total energy: -346.887119 a.u.
- E_HOMO: -8.60 eV
- Orbital gap: 9.4 eV

***

(2)
C5H6BN3O | the ωB97M-V functional and the def2-TZVPD basis

```
! wB97M-V def2-TZVPD RIJCOSX def2/J DEFGRID3
* xyz 0 1
H 1.376 -2.596 0.394
C -1.838 0.937 1.786
H 0.794 2.528 -0.088
C -1.382 1.691 0.658
H -1.971 2.660 -0.933
O 0.315 -0.838 0.369
B 0.544 0.200 -0.356
C 0.458 -2.156 -0.047
N -2.324 0.452 2.701
C 0.637 0.217 -1.882
N -2.244 2.162 -0.092
C 0.408 1.557 0.414
H 0.637 -2.216 -1.153
N 0.530 0.304 -3.004
H -0.528 -2.900 0.235
H 0.758 1.377 1.452
*
```

Values from the calculation:
- Energy relative to the best compared isomer or geometry (same formula, charge and spin): 27.9 kJ/mol
- DFT total energy: -458.445212 a.u.
- E_HOMO: -10.53 eV
- Orbital gap: 10.2 eV
- Structure (SMILES): [H]/N=C(/C#N)CB(C#N)OC

***

(3)
C17H31FeIN3O8P2S | the ωB97M-V functional and the def2-TZVPD basis

```
! wB97M-V def2-TZVPD RIJCOSX def2/J DEFGRID3
* xyz -1 5
H -3.959 -3.008 -1.812
H 1.871 -4.493 -0.107
C 0.738 -3.187 -1.183
H 3.107 2.411 -2.169
C 0.273 2.408 2.889
H 3.184 -1.714 -2.080
Fe -0.161 -0.486 0.190
O -0.079 -2.699 2.865
C -0.638 2.073 3.890
H -2.095 2.848 -0.009
H 0.533 3.208 -0.798
N -1.747 -2.070 0.249
C 2.412 1.955 -2.873
H 2.211 3.258 2.501
O 0.347 -1.979 -1.279
H -1.554 1.563 3.630
C -3.891 -2.680 -0.774
H 0.841 4.226 0.636
I 2.954 -4.435 -3.713
C -3.496 -0.220 -2.428
H 1.519 2.576 -2.947
O 1.366 0.443 -0.887
N 1.401 -3.607 -0.088
H -3.217 0.744 -2.844
C 0.466 -4.123 -2.216
C 0.901 3.215 0.227
H -1.729 3.888 1.413
C 1.770 3.249 4.588
H -1.166 -3.085 1.693
H 0.576 -5.179 -2.037
O 1.110 -1.090 1.473
H -3.499 -0.967 -3.226
H -0.033 0.344 -3.651
P -0.146 2.042 1.152
C 1.478 2.999 3.254
O -1.881 -3.183 1.010
P 1.925 0.317 -2.276
H 3.898 -0.646 -3.281
H -4.513 -0.161 -2.035
C -0.353 2.334 5.218
H 4.107 -0.296 -1.545
H 2.882 1.886 -3.854
C 0.836 -0.309 -3.569
H 1.393 -0.334 -4.507
S 0.197 -1.269 2.724
H -0.122 -3.792 -3.056
N -1.496 0.164 -1.086
C -1.780 2.866 1.032
H 2.720 3.695 4.854
H 1.934 2.871 0.216
H -2.506 2.304 1.620
H 1.605 -2.935 0.638
O -1.021 -0.544 2.237
H -4.798 -2.117 -0.546
H 0.517 -1.313 -3.303
H 1.081 3.111 6.614
O -1.261 1.260 -1.695
C -2.682 -1.820 -0.579
C 3.419 -0.676 -2.302
O 0.820 -0.673 3.869
H -3.840 -3.551 -0.128
C -2.520 -0.591 -1.355
H -1.066 2.054 5.983
C 0.854 2.920 5.572
*
```

Values from the calculation:
- Energy relative to the best compared isomer or geometry (same formula, charge and spin): 159.0 kJ/mol
- Expectation value of S²: 6.12
- DFT total energy: -4074.987562 a.u.
- E_HOMO (alpha / beta): -4.19 / -5.18 eV
- Orbital gap (alpha / beta): 5.4 / 7.1 eV

***

(4)
C4H8N4 | the ωB97M-V functional and the def2-TZVPD basis

```
! wB97M-V def2-TZVPD RIJCOSX def2/J DEFGRID3
* xyz 0 1
C 0.060 -0.916 -1.410
N 1.741 0.529 0.589
H -0.256 -1.547 1.181
H 1.526 0.468 -0.544
H 0.855 0.245 2.603
H -2.330 1.220 -0.841
H -0.201 1.577 1.568
N -1.010 0.520 -2.594
N -0.619 -0.130 -0.501
H -1.466 -0.325 1.421
H 2.558 -0.195 0.923
C -0.509 -0.415 0.951
C 0.489 0.570 1.459
C -1.364 0.666 -1.269
H 0.621 -1.757 -0.867
N -0.096 -0.510 -2.669
*
```

Values from the calculation:
- Energy relative to the best compared isomer or geometry (same formula, charge and spin): 341.1 kJ/mol
- DFT total energy: -376.118549 a.u.
- E_HOMO: -9.31 eV
- Orbital gap: 9.8 eV
- Structure (SMILES): NCCn1cnnc1

***

(5)
C54H55BrF9NO30S | the ωB97M-V functional and the def2-TZVPD basis

```
! wB97M-V def2-TZVPD RIJCOSX def2/J DEFGRID3
* xyz 0 1
O 3.630 0.546 -9.160
O -1.289 6.449 -1.364
H -3.422 -6.191 -1.732
C -1.073 -0.604 4.478
C 5.967 -2.628 1.766
C -4.266 -2.090 -1.602
O -2.061 8.579 10.668
H -5.866 -4.481 -2.831
H 7.364 -1.231 0.965
H -0.932 7.360 -3.205
C 7.980 0.425 -5.456
C -5.469 -3.471 -2.904
H 4.245 -0.068 -1.945
H -0.053 -3.025 -4.741
H -0.830 -2.243 5.791
H 4.000 -0.416 -7.384
Br -2.771 2.460 3.454
C 4.775 0.767 -1.467
H -4.619 -4.997 0.078
C -0.086 -4.194 -9.088
C 1.189 -4.765 -2.995
C 1.878 -0.195 -7.891
O -0.705 5.190 0.408
H 1.939 -4.308 -8.300
O 1.055 3.978 8.736
C -1.250 1.227 1.498
H -5.251 -4.662 5.895
C -1.588 -6.334 -0.670
O 1.821 1.229 -8.015
C -1.612 -5.368 1.549
H 7.913 -0.384 -4.727
F -0.434 -5.368 -9.664
H 1.611 -0.515 -6.887
O 1.631 -3.808 -3.860
O -6.216 -3.694 8.308
H -5.973 -3.236 5.135
C 3.773 1.948 -1.499
H 6.091 -0.485 1.972
C -2.915 7.451 8.874
O -3.949 8.161 9.531
C -1.205 4.870 6.407
F -3.370 6.224 8.527
F -2.232 5.751 6.341
C -5.702 -3.688 6.085
C -0.730 -2.996 -7.322
H 4.461 0.556 0.704
C 0.907 -4.396 -7.970
H 0.777 -5.355 -7.468
H -7.582 -2.955 6.960
H -3.436 -4.290 -3.055
O -3.951 -1.367 -0.710
C -0.952 -6.021 0.524
C 3.319 -0.474 -8.234
H -0.338 0.027 4.962
H -0.842 7.327 9.526
C -1.776 -0.127 3.373
C 0.081 1.906 -0.372
H 1.124 6.101 -2.768
O 7.758 1.680 -4.805
H 2.130 0.598 -1.309
H 0.456 3.406 2.427
N -1.452 1.183 2.913
C -0.104 1.880 1.019
H 2.582 1.329 0.256
O -3.871 9.876 10.999
H 0.084 -6.328 0.618
H -0.687 8.384 -1.778
O -0.558 2.984 7.523
H 6.099 0.988 0.192
H -2.559 3.514 7.422
H 6.103 -2.682 2.849
H 4.234 2.836 -1.055
C -0.411 5.920 -0.475
O -0.374 5.218 7.503
H 0.236 -3.494 -9.861
H 1.189 -0.654 -8.604
C -2.287 -2.690 4.264
C 0.866 2.480 2.014
O 5.817 1.097 -5.782
O 2.999 2.715 -9.230
C 2.475 1.513 -0.813
H 1.821 2.741 1.563
F -3.944 -3.297 -4.714
C -3.696 -4.312 2.520
C -2.148 0.641 0.595
O -5.379 -2.857 -1.612
O 5.911 2.920 -4.455
H -2.688 0.272 -1.444
H -0.628 4.916 5.481
O -4.775 -2.865 6.802
C 1.337 2.557 -0.945
O 1.646 -5.856 -2.908
O -1.210 -3.662 -8.407
C 2.829 1.612 -8.842
C 0.132 4.047 7.998
H 8.958 0.396 -5.929
H -1.994 6.511 10.600
C -0.569 7.377 -2.180
C -5.072 -2.968 8.122
C -1.848 7.366 9.938
H 1.531 3.435 -0.327
O -4.144 -4.944 3.433
S -3.546 -0.214 1.318
H -1.886 2.871 5.911
H -1.064 -2.631 -2.550
H 0.511 -2.315 -1.803
C 6.448 1.997 -4.959
H -2.614 7.991 7.975
H 1.056 1.748 2.801
H -1.070 -5.156 2.466
H 5.635 0.977 -2.111
F 3.457 -1.680 -8.848
H -1.086 -6.863 -1.469
C 6.845 0.390 -6.448
F -7.508 -4.956 6.955
F 1.204 -1.604 -4.104
C 6.293 -1.243 1.208
H 6.652 -3.377 1.354
H -0.615 1.421 -2.311
O 0.150 -4.310 -2.250
O 0.562 -3.334 -7.071
C 0.849 6.876 -2.050
O 0.863 6.336 -0.743
C -4.034 -3.436 -3.370
H 1.191 2.841 -1.991
C -2.987 -2.213 3.168
H 4.955 -2.947 1.508
O -4.432 -2.491 8.995
C -3.346 8.964 10.458
O -3.911 -2.956 2.447
C -0.014 -2.913 -2.550
F 1.745 7.890 -2.120
H 7.064 0.874 -7.402
C -3.581 -5.285 0.224
C -2.726 -0.913 2.730
C -6.859 -3.768 7.049
O -1.352 -2.220 -6.677
O -3.542 -2.261 -2.748
C 5.217 0.383 -0.070
C -1.360 -1.888 4.914
C -2.920 -5.939 -0.802
O 5.600 -0.991 -0.007
H 3.519 2.160 -2.542
H -2.445 -3.689 4.653
F 6.427 -0.883 -6.670
C -1.968 0.711 -0.772
C -2.943 -4.991 1.424
C -1.677 3.489 6.779
C 0.621 -2.815 -3.914
H -6.123 -2.877 -3.544
C -0.839 1.354 -1.251
*
```

Values from the calculation:
- DFT total energy: -8273.728326 a.u.
- E_HOMO: -7.77 eV
- Orbital gap: 7.6 eV
- Structure (SMILES): CCOCCCCCc1ccc2c(c1C)N(Br)c1cccc(OC(=O)c3ccccc3)c1S2.O=C1OC[C@@H](F)O1.O=C1OC[C@@H](F)O1.O=C1OC[C@@H](F)O1.O=C1OC[C@@H](F)O1.O=C1OC[C@@H](F)O1.O=C1OC[C@@H](F)O1.O=C1OC[C@@H](F)O1.O=C1OC[C@@H](F)O1.O=C1OC[C@@H](F)O1

***

no.,maximum force (eV Å⁻¹)
1,0.380
2,4.420
3,0.480
4,4.426
5,2.746